(1)
Density functional theory data (wB97M-V/def2-TZVPD) for a structure of composition C47H53AsN3SSi2Ti in a non-equilibrium geometry.

XYZ file:
```
108
C47H53AsN3SSi2Ti (wB97M-V/def2-TZVPD)
Ti -0.0649 0.0167 0.1317
C 2.5989 4.1575 2.6827
C 2.4028 3.6977 4.1292
C 3.7873 3.6424 4.7969
C 1.5234 4.7216 4.8587
C 1.7525 2.3156 4.1932
C 1.7050 1.6295 5.4086
C 1.1151 0.3742 5.5229
C 0.5902 -0.2220 4.3946
S -0.1989 -1.7811 4.2217
C -0.4210 -1.4601 2.4931
N 0.1415 -0.2766 2.0978
C 0.6536 0.4315 3.1467
C 1.2000 1.7183 3.0654
C -1.3068 -2.1175 1.6040
C -1.9716 -3.3294 1.8738
C -2.9198 -3.7926 0.9810
C -3.2129 -3.0746 -0.1761
C -2.5070 -1.9042 -0.4685
C -1.5307 -1.3996 0.3812
H 3.2049 5.0656 2.6547
H 1.6476 4.3766 2.1944
H 3.1083 3.3844 2.1090
H 4.3146 4.5876 4.6435
H 4.3856 2.8335 4.3697
H 3.7098 3.4759 5.8718
H 2.0033 5.7042 4.8426
H 1.3648 4.4303 5.8988
H 0.5485 4.8036 4.3741
H 2.1089 2.0865 6.3035
H 1.0732 -0.1263 6.4828
H 1.1154 2.2251 2.1122
H -1.7388 -3.8852 2.7772
H -3.4416 -4.7204 1.1885
H -3.9826 -3.4296 -0.8531
H -2.7244 -1.3765 -1.3940
C -1.0021 -2.0485 -3.8855
Si 0.4171 -1.5098 -2.7334
C 0.7071 -2.8799 -1.4492
C 1.9552 -1.4525 -3.8709
N 0.1199 -0.0792 -1.8336
C -0.3719 1.1065 -2.3736
C -0.3524 1.4088 -3.7374
C -0.8443 2.6119 -4.2336
C -1.3501 3.5538 -3.3562
C -1.3734 3.2815 -1.9922
C -0.9160 2.0700 -1.4700
N -0.9548 1.7466 -0.1088
Si -2.1059 2.4815 0.9464
C -3.8531 2.5747 0.1958
C -1.5972 4.2540 1.4611
C -2.3444 1.5297 2.5609
H -0.6177 -2.6454 -4.7162
H -1.5222 -1.1846 -4.3063
H -1.7408 -2.6500 -3.3516
H 1.6397 -3.4102 -1.6416
H -0.1119 -3.6013 -1.4543
H 0.7515 -2.4612 -0.4426
H 1.8555 -2.1947 -4.6671
H 2.8713 -1.6744 -3.3216
H 2.0824 -0.4741 -4.3434
H 0.0646 0.6806 -4.4258
H -0.8257 2.8069 -5.2997
H -1.7291 4.5006 -3.7226
H -1.7544 4.0313 -1.3078
H -3.8243 2.7911 -0.8739
H -4.4500 3.3495 0.6839
H -4.3700 1.6212 0.3273
H -2.0520 5.0151 0.8210
H -0.5130 4.3815 1.4044
H -1.9085 4.4610 2.4884
H -2.4547 0.4589 2.3775
H -3.2539 1.8847 3.0540
H -1.5143 1.6810 3.2511
C 5.2246 -3.4644 -1.1414
C 4.3044 -3.5566 -0.1046
C 3.5573 -2.4508 0.2579
C 3.7083 -1.2363 -0.4090
C 4.6415 -1.1483 -1.4360
C 5.3883 -2.2575 -1.8056
As 2.8109 0.3217 0.4001
C 4.1683 0.2449 1.8345
C 5.5114 0.5462 1.6074
C 6.4524 0.4020 2.6128
C 6.0783 -0.0682 3.8647
C 4.7565 -0.4296 4.0834
C 3.8180 -0.2812 3.0758
C 3.4933 1.7211 -0.7849
C 2.8978 1.7398 -2.0497
C 3.1890 2.7400 -2.9612
C 4.0831 3.7476 -2.6271
C 4.6693 3.7483 -1.3694
C 4.3682 2.7521 -0.4523
H 5.8127 -4.3278 -1.4261
H 4.1647 -4.4974 0.4135
H 2.8442 -2.5244 1.0735
H 4.7754 -0.2075 -1.9568
H 6.1016 -2.1789 -2.6174
H 5.8310 0.8649 0.6235
H 7.4901 0.6430 2.4154
H 6.8125 -0.1686 4.6542
H 4.4526 -0.8268 5.0440
H 2.7982 -0.5875 3.2599
H 2.1906 0.9607 -2.3097
H 2.7004 2.7387 -3.9277
H 4.3054 4.5381 -3.3326
H 5.3622 4.5337 -1.0927
H 4.8195 2.7934 0.5296
```

Calculated values
maximum force	1.402	eV/Å
<S²>	2.025
multiplicity	3
charge	-1
energy above the lowest of the compared OMol25 structures with the same formula, charge and spin	0.416	eV
orbital gap (alpha / beta)	4.80 / 6.61	eV

---

(2)
Density functional theory data (wB97M-V/def2-TZVPD) for a structure of composition C47H53CrF10N6OP in a non-equilibrium geometry.

XYZ file:
```
119
C47H53CrF10N6OP (wB97M-V/def2-TZVPD)
Cr -1.0717 -0.5603 -0.9201
C 1.6735 -1.1998 -1.9047
N 1.3422 -0.5598 -0.6171
C 2.0489 0.7424 -0.5165
C 1.0484 1.8432 -0.7498
N 0.0964 1.9089 0.3748
C 0.1769 2.8778 1.4140
C -0.8000 2.9396 2.4088
F -1.8136 2.0573 2.4294
C -0.7858 3.8644 3.4333
F -1.7616 3.8553 4.3368
C 0.2503 4.7668 3.5432
F 0.2859 5.6453 4.5346
C 1.2608 4.7108 2.6088
F 2.2951 5.5380 2.7008
C 1.2181 3.7976 1.5699
F 2.2902 3.8155 0.7601
C 1.7566 -1.5014 0.4400
C 1.8510 -0.9149 1.8350
N 0.6231 -0.2217 2.2705
C 0.6743 0.4048 3.5513
C -0.2806 0.2647 4.5532
F -1.3554 -0.5217 4.3972
C -0.2056 0.9591 5.7496
F -1.1600 0.7928 6.6553
C 0.8446 1.8138 6.0054
F 0.9171 2.4789 7.1475
C 1.8077 1.9809 5.0298
F 2.8135 2.8275 5.2193
C 1.7056 1.3066 3.8302
F 2.6372 1.6055 2.9049
H 1.0813 -2.0994 -2.0545
H 2.7381 -1.4653 -1.9447
H 1.4696 -0.5208 -2.7234
H 2.8696 0.8047 -1.2389
H 2.4906 0.8703 0.4671
H 0.4535 1.5606 -1.6158
H 1.5018 2.7991 -0.9815
H 2.7650 -1.8840 0.2313
H 1.0839 -2.3561 0.4010
H 2.6607 -0.2020 1.8770
H 2.1364 -1.7163 2.5240
C -3.7503 4.6862 -1.1797
C -2.3840 4.7562 -1.4136
C -1.5505 3.7213 -1.0175
C -2.0886 2.6068 -0.3895
C -3.4464 2.5352 -0.1288
C -4.2723 3.5763 -0.5308
N -1.1829 1.5206 -0.0244
N -1.8771 0.4767 0.5788
C -1.6469 -0.5238 1.4172
C -2.8701 -1.2514 1.7377
C -2.8610 -2.4553 2.3217
C -1.6165 -3.0395 2.7187
C -0.5193 -2.2858 2.6146
N -0.5072 -1.0144 2.0381
H -4.3988 5.4958 -1.4874
H -1.9557 5.6216 -1.9032
H -0.4881 3.8043 -1.1953
H -3.8552 1.6758 0.3817
H -5.3334 3.5155 -0.3240
H -3.7894 -0.7585 1.4550
H -3.7924 -2.9651 2.5298
H -1.5531 -4.0300 3.1444
H 0.4371 -2.6218 2.9777
C -3.3315 -8.5249 -2.4129
C -2.6250 -7.2545 -2.0137
C -1.2383 -7.1459 -2.0652
C -0.5743 -5.9853 -1.7093
C 0.9311 -5.9537 -1.8157
C -1.3152 -4.8436 -1.2922
C -0.5544 -3.6479 -1.0406
O -1.0324 -2.4229 -1.0218
C -2.7255 -4.9693 -1.1705
C -3.6152 -3.9220 -0.5389
C -3.3368 -6.1548 -1.5500
H -2.6407 -9.2407 -2.8579
H -4.1226 -8.3234 -3.1375
H -3.7986 -9.0051 -1.5495
H -0.6552 -7.9993 -2.3983
H 1.3103 -6.9453 -2.0590
H 1.4054 -5.6429 -0.8811
H 1.2701 -5.2663 -2.5978
H 0.5070 -3.7748 -0.8627
H -3.1306 -2.9597 -0.4272
H -3.9224 -4.2590 0.4564
H -4.5301 -3.7874 -1.1215
H -4.4178 -6.2307 -1.4537
C -3.5066 0.7969 -4.9893
C -2.9727 0.6855 -3.5594
C -4.0799 0.2031 -2.6081
P -1.3666 -0.2222 -3.3592
C -0.1120 0.8935 -4.2071
C 0.3501 0.5531 -5.6232
C -0.5202 2.3656 -4.1396
C -1.4954 -1.8701 -4.2070
C -2.7315 -2.5910 -3.6533
C -1.5326 -2.0024 -5.7377
H -4.2771 1.5708 -5.0360
H -3.9664 -0.1388 -5.3095
H -2.7340 1.0596 -5.7125
H -2.7054 1.6912 -3.2238
H -4.5916 -0.6744 -2.9981
H -4.8225 0.9945 -2.4841
H -3.7103 -0.0440 -1.6076
H 0.7697 0.7983 -3.5778
H -0.4693 0.5678 -6.3412
H 0.8397 -0.4166 -5.6758
H 1.0796 1.3030 -5.9421
H -1.2800 2.6032 -4.8864
H 0.3536 2.9881 -4.3491
H -0.9082 2.6577 -3.1672
H -0.6110 -2.3992 -3.8370
H -3.6170 -2.2938 -4.2196
H -2.9143 -2.4009 -2.6008
H -2.6054 -3.6680 -3.7735
H -2.2181 -1.3006 -6.2074
H -1.8932 -3.0073 -5.9703
H -0.5631 -1.8991 -6.2088
```

Calculated values
maximum force	4.067	eV/Å
<S²>	0.799
multiplicity	2
charge	+1
orbital gap (alpha / beta)	5.40 / 5.58	eV

---

(3)
Density functional theory data (wB97M-V/def2-TZVPD) for a structure of composition C47H55IN4O3S3SbSe2Ti.

XYZ file:
```
117
C47H55IN4O3S3SbSe2Ti (wB97M-V/def2-TZVPD)
Ti -1.5867 -1.4283 0.6438
O -3.8122 -1.0927 3.3389
C -4.4758 0.1415 3.4923
C -4.4944 0.9776 2.2014
C -5.4975 2.1097 2.5082
O -5.6067 3.0755 1.4764
C -3.1616 1.6436 1.8369
Se -1.4729 0.6436 1.9410
C -5.0486 0.2114 1.0012
Se -3.9862 -1.1908 0.0975
H -3.9489 -1.6360 4.1203
H -4.0011 0.7384 4.2835
H -5.5170 -0.0436 3.7830
H -5.2234 2.5808 3.4604
H -6.4958 1.6842 2.6199
H -4.7691 3.5402 1.3871
H -2.9853 2.5048 2.4840
H -3.1914 1.9841 0.8022
H -5.2653 0.9184 0.2044
H -5.9766 -0.2842 1.2856
S 0.6143 -1.4178 -2.9130
C 0.5695 0.2115 -3.1889
N 1.5184 0.8854 -3.8626
C 1.3008 2.2858 -4.1990
C -0.1315 2.4395 -4.6304
N -0.9849 2.0495 -3.5120
C -2.2222 2.8231 -3.3186
C -1.9441 4.2998 -3.1903
C -1.2591 4.7707 -2.0729
C -0.9575 6.1190 -1.9571
C -1.3418 7.0076 -2.9540
C -2.0294 6.5448 -4.0659
C -2.3266 5.1926 -4.1839
C -0.6199 1.0268 -2.7230
S -1.3809 0.7436 -1.2565
C 2.8735 0.3666 -4.0774
C 3.8224 1.0070 -3.0886
C 3.7321 0.6829 -1.7364
C 4.5139 1.3500 -0.8058
C 5.4087 2.3314 -1.2166
C 5.5219 2.6379 -2.5639
C 4.7212 1.9865 -3.4941
H 1.9799 2.5603 -5.0036
H 1.5079 2.9344 -3.3414
H -0.3362 1.8175 -5.5075
H -0.3376 3.4775 -4.8787
H -2.6966 2.4521 -2.4186
H -2.8850 2.6260 -4.1663
H -0.9593 4.0734 -1.2959
H -0.4294 6.4801 -1.0834
H -1.1045 8.0597 -2.8626
H -2.3358 7.2369 -4.8401
H -2.8616 4.8290 -5.0549
H 3.1703 0.6019 -5.0999
H 2.8327 -0.7111 -3.9600
H 3.0401 -0.0869 -1.4108
H 4.4184 1.1111 0.2472
H 6.0122 2.8552 -0.4858
H 6.2284 3.3894 -2.8941
H 4.8010 2.2392 -4.5464
I -1.1661 -3.2162 2.6929
S 0.8723 -1.1173 0.4503
Sb 1.7905 -1.0893 2.5997
C 3.1323 -2.7223 2.5182
C 2.8133 -3.9207 3.1475
C 3.6969 -4.9889 3.0713
C 4.8816 -4.8636 2.3586
C 5.1809 -3.6763 1.7043
C 4.3078 -2.6004 1.7840
C 3.0155 0.6462 2.5957
C 2.4594 1.8393 2.1451
C 3.2387 2.9875 2.1018
C 4.5642 2.9456 2.5143
C 5.1085 1.7598 2.9880
C 4.3379 0.6053 3.0273
C 1.1373 -1.0678 4.6366
C -0.0769 -0.5625 5.0738
C -0.3140 -0.4749 6.4390
C 0.6541 -0.8809 7.3484
C 1.8650 -1.3847 6.8973
C 2.1146 -1.4799 5.5346
H 1.8796 -4.0273 3.6871
H 3.4550 -5.9189 3.5695
H 5.5718 -5.6960 2.3073
H 6.0913 -3.5878 1.1258
H 4.5424 -1.6787 1.2641
H 1.4243 1.8757 1.8251
H 2.8064 3.9130 1.7431
H 5.1737 3.8394 2.4691
H 6.1369 1.7326 3.3264
H 4.7750 -0.3201 3.3846
H -0.8314 -0.2411 4.3688
H -1.2610 -0.0822 6.7881
H 0.4666 -0.8024 8.4116
H 2.6221 -1.7020 7.6035
H 3.0612 -1.8760 5.1821
C -2.9247 -1.8164 -3.1191
N -2.7909 -3.2045 -2.7070
C -3.4163 -4.1552 -3.6283
C -2.7585 -5.5137 -3.5519
C -2.7038 -5.9225 -2.0966
N -2.0027 -4.8945 -1.3322
C -1.2424 -5.3354 -0.1672
C -2.1719 -3.5889 -1.5851
O -1.6927 -2.7425 -0.7445
H -2.3595 -1.6637 -4.0418
H -2.5448 -1.1533 -2.3588
H -3.9775 -1.5876 -3.2915
H -3.3276 -3.7444 -4.6330
H -4.4823 -4.2257 -3.3934
H -1.7420 -5.4572 -3.9453
H -3.3212 -6.2361 -4.1404
H -2.1608 -6.8566 -1.9766
H -3.7107 -6.0645 -1.6922
H -0.7633 -6.2814 -0.4137
H -1.8849 -5.4800 0.7003
H -0.4762 -4.6098 0.0794
```

Calculated values
maximum force	0.638	eV/Å
charge	+1
energy above the lowest of the compared OMol25 structures with the same formula, charge and spin	0.000	eV
orbital gap	6.88	eV

---

(4)
Density functional theory data (wB97M-V/def2-TZVPD) for a structure of composition C47H55N4NaO2P2.

XYZ file:
```
111
C47H55N4NaO2P2 (wB97M-V/def2-TZVPD)
Na 0.3993 1.2064 -0.4216
C 1.7108 0.2687 6.0389
C 2.0985 0.4889 4.5746
C 1.1104 1.4483 3.9045
C 2.2052 -0.8364 3.8500
C 1.0736 -1.6070 3.5939
C 1.1695 -2.8248 2.9390
C 2.3990 -3.3165 2.5097
C 2.5003 -4.6202 1.7644
C 3.5323 -2.5664 2.8001
C 3.4365 -1.3511 3.4636
H 1.6923 1.2172 6.5801
H 2.4137 -0.3998 6.5385
H 0.7165 -0.1807 6.1066
H 3.0911 0.9493 4.5562
H 0.1011 1.0263 3.9169
H 1.3653 1.6786 2.8660
H 1.0742 2.3929 4.4514
H 0.1011 -1.2609 3.9250
H 0.2693 -3.4011 2.7520
H 3.1397 -4.5193 0.8853
H 1.5180 -4.9570 1.4313
H 2.9260 -5.4046 2.3941
H 4.5061 -2.9308 2.4877
H 4.3361 -0.7781 3.6628
C -4.0797 2.0830 0.6397
C -4.0212 0.9012 -0.2823
C -5.0993 0.0336 -0.4225
C -5.0065 -1.0231 -1.3130
C -3.8563 -1.1561 -2.0695
C -2.8334 -0.2338 -1.8784
N -2.8961 0.7528 -0.9880
C -1.6223 -0.2825 -2.7490
C -1.7473 0.0239 -4.0991
C -0.6135 -0.0051 -4.8911
C 0.5819 -0.4017 -4.3202
C 0.6043 -0.7170 -2.9683
N -0.4709 -0.6286 -2.1825
C 1.8766 -1.1797 -2.3487
C 2.6206 -2.1713 -2.9760
C 3.8183 -2.5566 -2.3992
C 4.2400 -1.9126 -1.2521
C 3.4427 -0.9151 -0.6921
C 3.9275 -0.1323 0.4881
N 2.2565 -0.5860 -1.2173
H -4.0407 3.0066 0.0599
H -3.2169 2.0720 1.3077
H -4.9934 2.0862 1.2331
H -6.0011 0.1984 0.1532
H -5.8248 -1.7229 -1.4258
H -3.7367 -1.9574 -2.7860
H -2.7093 0.3180 -4.4966
H -0.6552 0.2910 -5.9304
H 1.4969 -0.4249 -4.8946
H 2.2548 -2.6329 -3.8829
H 4.4162 -3.3424 -2.8435
H 5.1816 -2.1675 -0.7836
H 4.6882 -0.6831 1.0381
H 3.1088 0.1297 1.1522
H 4.3642 0.8059 0.1415
O 1.5505 2.7868 -4.2393
C 2.0555 2.8988 -3.1356
C 3.3936 3.6079 -2.8867
C 3.5606 3.5361 -1.3756
C 2.3536 2.7128 -0.9408
O 2.1450 2.3681 0.2328
N 1.5329 2.4141 -1.9681
H 3.3468 4.6196 -3.2888
H 4.1726 3.0773 -3.4353
H 3.5117 4.5085 -0.8826
H 4.4801 3.0547 -1.0413
C -1.9984 4.6753 1.1099
P -0.8702 3.8196 -0.0697
C 0.3381 5.1880 -0.2773
C -1.7850 3.9947 -1.6517
H -2.4239 5.5815 0.6718
H -1.4217 4.9556 1.9933
H -2.8066 4.0230 1.4367
H -0.1757 6.1398 -0.4319
H 0.9674 4.9873 -1.1437
H 0.9755 5.2598 0.6041
H -2.1925 5.0001 -1.7824
H -2.5892 3.2588 -1.7025
H -1.0881 3.7772 -2.4643
C -4.7042 -0.7773 2.8656
P -2.8916 -0.8532 2.5243
C -2.3829 -1.7297 4.0575
C -2.1376 -3.0974 4.1403
C -1.7347 -3.6687 5.3403
C -1.5895 -2.8852 6.4753
C -1.8436 -1.5222 6.4068
C -2.2231 -0.9488 5.2031
C -2.7871 -2.1831 1.2697
C -1.5739 -2.3349 0.6013
C -1.4003 -3.3385 -0.3414
C -2.4483 -4.1949 -0.6457
C -3.6698 -4.0415 -0.0028
C -3.8353 -3.0452 0.9492
H -5.2518 -0.5243 1.9562
H -4.8722 0.0129 3.5981
H -5.0865 -1.7127 3.2745
H -2.2454 -3.7213 3.2610
H -1.5309 -4.7310 5.3856
H -1.2714 -3.3324 7.4082
H -1.7262 -0.9020 7.2866
H -2.3840 0.1234 5.1476
H -0.7397 -1.6735 0.8004
H -0.4494 -3.4290 -0.8524
H -2.3181 -4.9730 -1.3874
H -4.4952 -4.7013 -0.2396
H -4.7931 -2.9437 1.4432
```

Calculated values
maximum force	0.811	eV/Å
charge	0
energy above the lowest of the compared OMol25 structures with the same formula, charge and spin	0.256	eV
orbital gap	8.55	eV